138
Properties=species:S:1:pos:R:3:forces:R:3:mulliken_spin:R:1 method="wB97M-V/def2-TZVPD" total_charge=+1 homo_lumo_gap_ha="0.2624 / 0.2592" s_squared=6.010 spin_multiplicity=5 homo_ha="-0.372 / -0.372"
Cr -3.89796 0.79825 -2.45793 0.64 -0.36 0.60 4.10
C -0.56663 -0.71106 -0.62253 -0.66 -0.32 -0.08 0.00
C -1.79948 -0.16888 -1.31019 0.07 -0.82 -0.52 -0.08
O -2.55143 -0.89865 -2.05872 -0.45 0.70 -0.03 -0.03
O -2.10274 1.03297 -1.18909 0.23 1.14 0.30 0.01
H -0.41129 -1.77973 -0.76599 -0.10 0.04 -0.32 0.00
H -0.68987 -0.55524 0.45020 0.21 0.31 -0.01 0.00
H 0.28926 -0.16005 -1.00590 0.06 0.07 0.21 0.00
C -4.69138 -4.15197 -1.24906 -0.62 0.04 0.94 0.00
C -3.34566 -4.77714 -0.89358 0.14 1.02 -0.52 0.00
C -3.03029 -6.02456 -1.67729 0.35 -0.40 -0.89 0.00
O -4.10010 -6.93427 -1.67252 -0.39 0.14 0.46 0.00
C -3.85507 -8.07070 -2.47716 0.36 0.43 0.26 0.00
N -2.27325 -3.77989 -1.13042 0.21 -0.74 0.14 0.00
H -4.93535 -4.09916 -2.30920 0.13 -0.37 -0.07 0.00
H -4.71338 -3.11886 -0.88946 0.21 0.03 -0.01 0.00
H -5.49055 -4.62387 -0.67041 -0.15 -0.27 -0.50 0.00
H -3.33076 -5.04692 0.16356 -0.09 0.12 0.08 0.00
H -2.09714 -6.47271 -1.31303 -0.07 -0.13 0.25 0.00
H -2.81931 -5.78821 -2.73296 0.01 0.39 -0.04 0.00
H -2.99502 -8.60821 -2.06416 -0.05 -0.24 -0.20 0.00
H -3.63225 -7.75837 -3.50393 0.00 -0.13 -0.04 0.00
H -4.74450 -8.69224 -2.46336 0.00 -0.03 0.04 0.00
H -2.60804 -2.86648 -0.86015 0.00 0.03 0.07 0.00
H -2.08975 -3.68812 -2.12516 -0.04 -0.08 0.00 0.00
C 0.02975 3.05599 1.92182 -0.06 0.92 0.54 0.00
C -0.22390 3.96344 0.72530 -0.56 -0.68 -0.72 0.00
C 0.82007 3.75929 -0.36819 1.23 0.27 0.54 0.00
O 2.10051 3.91039 0.24396 -0.19 0.04 -0.25 0.00
C 3.15746 3.69355 -0.64467 0.89 0.53 -0.89 0.00
N -1.57247 3.68349 0.18128 -0.18 0.41 -0.03 0.00
H 0.02471 1.99947 1.66124 0.01 -0.04 -0.04 0.00
H -0.74169 3.28050 2.66181 -0.22 -0.36 -0.13 0.00
H 0.95322 3.33139 2.43150 0.22 -0.27 -0.32 0.00
H -0.24745 5.00505 1.04118 0.27 0.04 0.10 0.00
H 0.78625 4.48229 -1.19435 -0.49 0.11 0.04 0.00
H 0.75071 2.75875 -0.81722 -0.23 -0.14 0.16 0.00
H 4.09462 4.09967 -0.25880 -0.11 -0.47 0.70 0.00
H 3.12410 4.26151 -1.59175 -0.83 0.06 0.01 0.00
H 3.28255 2.65247 -0.95431 -0.05 -0.17 0.36 0.00
H -1.88934 4.48836 -0.34893 0.04 -0.02 -0.05 0.00
H -1.57230 2.87805 -0.43649 0.09 -0.14 0.14 0.02
C -2.10867 -3.55183 2.35147 0.18 0.12 -0.02 0.00
O -1.89963 -2.71750 3.48093 -0.79 -0.35 -0.07 0.00
C -2.51891 -1.45815 3.25211 1.11 -0.05 0.15 0.00
C -2.19070 -0.56668 4.43713 -0.36 -1.72 0.47 0.00
N -2.88179 -1.10410 5.62232 -0.50 1.13 -0.16 0.00
C -2.49948 -0.35174 6.80476 0.10 0.30 0.19 0.00
C -2.97445 -0.98261 8.08170 -0.54 -0.01 0.33 0.00
O -2.45144 -2.28581 8.16765 0.21 -0.24 -0.02 0.00
C -2.94051 -2.98361 9.28862 -0.63 -0.10 -0.13 0.00
H -1.95841 -4.61186 2.55349 0.48 0.16 0.45 0.00
H -1.40377 -3.20639 1.59205 -0.25 -0.32 -0.46 0.00
H -3.14624 -3.52093 1.99711 0.00 0.41 -0.10 0.00
H -3.59101 -1.60208 3.09416 -0.17 0.14 0.18 0.00
H -2.08171 -1.01973 2.34346 -0.08 0.08 -0.15 0.00
H -2.45539 0.45789 4.18216 -0.07 0.14 0.42 0.00
H -1.12904 -0.68051 4.68239 0.32 0.55 -0.70 0.00
H -2.65174 -2.08278 5.73352 0.19 -0.01 0.02 0.00
H -2.92633 0.65608 6.77135 -0.14 -0.04 -0.18 0.00
H -1.41410 -0.18243 6.88011 0.12 -0.24 -0.08 0.00
H -4.07422 -1.00403 8.12961 0.00 -0.20 -0.28 0.00
H -2.69513 -0.36972 8.95119 0.35 -0.05 -0.07 0.00
H -2.61159 -4.02069 9.28028 0.51 0.16 -0.09 0.00
H -4.03493 -3.06083 9.23518 -0.04 0.28 0.15 0.00
H -2.65032 -2.47995 10.21329 0.01 -0.11 0.12 0.00
C 2.12425 1.54174 -3.19409 -0.95 -0.25 -0.19 0.00
O 3.51874 1.55539 -3.15923 -0.24 0.06 0.36 0.00
C 4.07414 2.25824 -4.25659 0.41 0.14 -0.16 0.00
C 5.54087 2.48100 -3.97547 0.50 -0.10 0.40 0.00
N 5.77477 3.32633 -2.82298 -0.77 0.56 -0.35 0.00
C 7.13914 3.45952 -2.36969 -0.04 0.11 0.20 0.00
C 7.18304 4.36771 -1.14286 -0.57 -0.95 -0.17 0.00
O 6.64514 3.63033 -0.04537 0.51 -0.17 0.11 0.00
C 7.12757 4.07533 1.21045 -0.49 -0.49 -0.06 0.00
H 1.67112 2.54106 -3.22781 0.30 0.20 -0.29 0.00
H 1.65225 1.09244 -2.31702 0.74 -0.21 0.29 0.00
H 1.74801 0.94392 -4.03415 0.07 0.15 -0.23 0.00
H 3.54737 3.20714 -4.40943 0.00 0.03 0.07 0.00
H 4.01241 1.66375 -5.17540 -0.26 -0.04 -0.01 0.00
H 6.02978 2.95294 -4.83110 -0.14 -0.12 -0.17 0.00
H 5.98739 1.48154 -3.84581 0.10 -0.02 -0.07 0.00
H 5.15458 3.07405 -2.06564 0.22 -0.21 0.11 0.00
H 7.78179 3.92259 -3.12517 -0.27 -0.05 -0.26 0.00
H 7.56003 2.46825 -2.15130 0.29 0.11 0.26 0.00
H 6.49858 5.20502 -1.30654 0.39 0.35 -0.19 0.00
H 8.21146 4.69031 -0.97076 -0.03 0.08 0.24 0.00
H 6.64975 3.45857 1.97280 -0.21 0.12 -0.03 0.00
H 6.83828 5.11902 1.35501 0.37 0.08 0.23 0.00
H 8.19790 3.87893 1.32386 0.11 0.45 -0.19 0.00
C -1.59401 1.99140 -4.57240 0.30 -0.30 0.16 0.02
O -2.88121 2.07214 -3.93546 -0.14 0.31 -0.29 0.00
C -3.21862 3.43978 -3.72322 -0.86 0.84 1.08 0.00
C -4.71959 3.56342 -3.48645 0.46 -0.31 -0.64 0.00
N -5.20688 2.50072 -2.57005 -0.46 0.74 0.06 -0.02
C -5.19595 2.96910 -1.14936 -0.15 0.05 0.02 0.01
C -5.65969 1.85558 -0.21846 -0.42 0.63 -0.01 -0.02
O -4.89862 0.69902 -0.51440 -0.19 -0.10 -0.63 -0.01
C -5.06749 -0.40704 0.38265 1.38 -0.35 -0.22 -0.02
H -0.82752 2.49438 -3.97828 -0.14 0.01 0.17 0.00
H -1.65030 2.48064 -5.54429 -0.03 -0.21 -0.08 0.01
H -1.33272 0.93949 -4.64987 -0.07 0.02 -0.16 -0.01
H -2.97537 4.10361 -4.55360 0.29 -0.38 -0.25 0.00
H -2.70768 3.83044 -2.83623 0.37 -0.24 -0.05 -0.01
H -5.21844 3.45794 -4.45230 -0.11 -0.25 0.12 0.00
H -4.99832 4.55129 -3.11245 0.26 0.03 0.07 0.00
H -6.19403 2.49576 -2.82457 0.04 -0.93 0.18 0.01
H -5.85287 3.83905 -1.07047 -0.06 -0.07 0.20 0.01
H -4.19422 3.31484 -0.88499 0.10 -0.27 0.02 -0.01
H -6.72768 1.63323 -0.32959 0.01 -0.01 -0.28 -0.01
H -5.55610 2.20249 0.81365 0.41 -0.26 0.04 0.00
H -4.55077 -0.15496 1.31009 -0.59 0.04 0.28 0.00
H -4.45886 -1.20000 -0.05437 -0.21 -0.06 -0.03 0.01
H -6.09247 -0.75967 0.47264 -0.11 0.36 0.12 0.00
C 6.52168 -0.21081 2.87943 0.54 0.51 0.10 0.00
O 5.41793 -0.54254 2.07511 0.03 0.29 0.04 0.00
C 5.61633 -0.10929 0.74508 -0.31 -0.04 -0.59 0.00
C 4.34784 -0.33452 -0.05892 0.81 -0.20 0.02 0.00
N 4.06091 -1.75405 -0.11466 -0.30 -0.20 -0.04 0.00
C 2.89063 -2.03221 -0.92770 0.73 -0.41 -0.48 0.00
C 2.59237 -3.52098 -1.07691 -1.33 0.57 0.10 0.00
O 1.41910 -3.61399 -1.88806 0.20 0.38 -0.21 0.00
C 0.95258 -4.92412 -2.02857 -0.22 -0.54 0.30 0.00
H 6.90703 0.78853 2.64046 -0.18 0.10 -0.10 0.00
H 7.37934 -0.87488 2.73617 -0.16 -0.31 0.02 0.00
H 6.24167 -0.17254 3.92934 -0.20 -0.35 -0.01 0.00
H 5.87513 0.95381 0.69073 0.06 0.08 0.23 0.00
H 6.42067 -0.67889 0.26679 0.13 -0.05 0.09 0.00
H 3.55336 0.31581 0.34100 -0.21 -0.23 0.03 0.00
H 4.55526 -0.02532 -1.08895 -0.08 0.24 0.06 0.00
H 3.99673 -2.14887 0.81638 -0.13 0.10 0.01 0.00
H 2.01695 -1.46871 -0.58808 -0.22 -0.18 -0.04 0.00
H 3.14077 -1.73138 -1.95096 -0.20 0.45 0.05 0.00
H 3.39477 -4.02918 -1.61349 0.28 -0.19 0.57 0.00
H 2.28641 -3.94344 -0.11180 0.76 -0.35 0.10 0.00
H 1.70943 -5.64196 -2.37072 0.14 0.30 -0.31 0.00
H 0.11814 -4.88957 -2.72564 0.05 -0.12 -0.06 0.00
H 0.59065 -5.34825 -1.08098 -0.11 0.27 0.07 0.00